# C68H153N7O12

A 12-piece molecular cluster, C68H153N7O12 overall in a non-equilibrium geometry (wB97M-V/def2-TZVPD, OMol25).

Geometry (Å):
1 O 10.816 20.853 19.093
2 H 11.786 20.875 15.976
3 C 12.656 15.102 12.427
4 O 13.489 20.479 18.765
5 H 18.351 17.295 17.233
6 H 17.402 17.816 12.700
7 N 13.305 19.482 17.746
8 C 18.633 14.408 20.214
9 H 11.430 26.692 16.664
10 C 16.920 22.285 23.355
11 C 10.074 15.927 21.642
12 H 13.252 21.506 15.077
13 H 19.577 10.821 18.478
14 H 7.583 23.685 16.602
15 H 17.475 18.605 23.736
16 H 15.639 17.324 19.107
17 C 13.038 10.081 23.042
18 H 19.059 16.274 15.923
19 H 15.640 9.960 19.188
20 H 8.401 26.970 16.416
21 C 13.870 12.749 20.399
22 O 16.649 19.012 23.981
23 H 15.030 24.449 19.297
24 H 20.880 15.774 19.151
25 C 17.946 21.021 20.806
26 N 17.087 23.709 21.199
27 C 14.499 16.050 24.445
28 C 9.934 17.717 12.538
29 H 16.459 21.362 23.028
30 C 15.846 23.787 19.119
31 H 9.680 20.698 17.440
32 H 8.947 17.542 9.998
33 H 8.385 15.477 17.814
34 H 13.693 16.456 25.100
35 C 11.067 13.244 11.872
36 C 17.067 18.549 26.750
37 H 15.534 23.160 18.301
38 H 13.824 18.937 14.497
39 C 9.432 26.960 16.015
40 H 15.238 16.083 21.876
41 H 19.582 13.653 15.498
42 H 10.793 15.673 14.451
43 H 17.981 24.767 23.572
44 H 11.610 23.760 18.557
45 H 21.715 12.843 17.688
46 H 9.498 25.626 19.442
47 O 9.151 15.034 11.179
48 H 9.952 18.756 12.293
49 N 10.531 15.525 11.401
50 O 20.057 14.043 16.244
51 C 13.538 24.140 14.988
52 H 10.566 14.939 21.466
53 H 12.531 16.794 17.238
54 H 10.502 25.881 14.474
55 C 17.177 21.800 19.699
56 H 17.830 18.354 27.542
57 H 19.668 22.426 21.286
58 C 18.722 13.034 19.565
59 H 16.389 15.019 24.731
60 H 13.794 26.014 14.737
61 H 9.428 15.053 13.686
62 H 14.418 23.973 15.631
63 C 12.858 13.713 19.767
64 H 16.398 17.375 21.867
65 C 9.120 24.500 15.376
66 C 16.766 17.413 25.763
67 C 11.226 14.665 12.412
68 H 13.619 9.152 23.262
69 H 6.868 24.258 15.082
70 C 19.097 15.400 17.898
71 H 12.073 9.845 22.644
72 H 18.171 16.382 19.600
73 H 11.944 13.172 19.613
74 H 10.228 23.500 13.730
75 H 17.172 20.534 21.410
76 H 11.845 12.942 22.385
77 H 17.439 15.885 16.479
78 H 11.649 12.542 12.478
79 C 10.363 25.114 17.539
80 C 15.186 10.644 19.896
81 H 11.892 17.760 19.304
82 H 12.692 14.640 20.327
83 C 15.283 18.322 18.799
84 C 15.960 16.259 26.432
85 C 10.637 16.980 11.348
86 H 15.342 21.117 15.545
87 H 15.227 17.535 15.990
88 H 13.705 23.871 13.941
89 C 15.146 17.210 23.692
90 H 18.361 11.448 17.337
91 O 13.093 25.506 15.102
92 H 16.068 11.104 20.425
93 H 14.927 13.880 21.876
94 H 9.122 19.678 18.729
95 C 18.199 15.394 19.132
96 H 8.558 15.309 16.098
97 O 16.300 24.863 21.692
98 H 13.222 14.678 11.593
99 H 17.450 22.121 24.252
100 H 9.903 14.829 17.142
101 C 15.470 15.334 25.324
102 H 19.293 24.584 22.398
103 O 9.594 16.994 16.930
104 C 13.937 10.822 22.109
105 C 13.821 18.169 18.318
106 H 14.419 18.969 22.474
107 C 9.215 23.570 14.155
108 H 19.253 23.545 23.794
109 C 16.199 22.856 20.236
110 H 15.976 12.964 20.864
111 H 13.111 14.613 13.295
112 H 16.070 22.906 23.731
113 C 10.036 17.484 9.989
114 C 13.733 19.952 16.403
115 H 21.367 13.590 19.309
116 H 14.087 16.158 17.687
117 H 12.005 25.467 19.009
118 H 17.948 14.386 21.098
119 H 18.591 17.741 24.918
120 H 10.354 16.791 9.196
121 H 17.750 12.626 19.288
122 H 16.620 15.682 27.084
123 H 16.064 17.304 13.670
124 C 12.964 17.847 19.530
125 C 14.344 11.750 19.333
126 H 13.583 18.631 23.993
127 H 19.164 21.355 22.504
128 C 14.386 9.889 21.007
129 C 20.482 15.939 18.148
130 H 10.366 18.524 9.817
131 H 20.569 17.062 18.162
132 H 12.771 23.485 15.406
133 C 10.441 26.590 17.047
134 H 16.751 15.921 22.761
135 H 9.229 23.901 19.102
136 H 12.420 18.581 15.532
137 H 14.073 15.392 23.709
138 H 10.856 20.520 19.986
139 H 8.721 26.260 14.148
140 H 10.549 13.967 14.534
141 C 15.965 16.616 22.495
142 C 9.466 25.958 14.862
143 C 13.513 18.752 15.505
144 H 20.015 11.337 16.791
145 H 15.020 12.143 18.495
146 C 10.491 14.824 13.857
147 H 12.224 18.385 11.476
148 N 13.226 11.996 21.479
149 O 9.623 16.100 22.977
150 C 19.365 11.539 17.652
151 H 16.025 11.486 22.420
152 C 18.618 24.044 23.073
153 H 12.525 17.053 10.352
154 C 7.601 24.491 15.865
155 C 12.856 16.604 12.444
156 C 18.086 16.834 25.225
157 C 15.117 11.297 22.973
158 H 13.307 16.896 20.035
159 H 10.529 17.587 13.442
160 H 14.619 22.960 21.609
161 C 21.128 12.789 18.639
162 H 18.497 20.259 20.306
163 C 12.865 21.122 16.021
164 C 9.285 24.879 18.628
165 H 15.418 10.576 23.727
166 C 15.205 20.439 16.409
167 H 21.283 11.821 19.189
168 H 13.173 14.108 18.798
169 H 15.337 19.093 19.575
170 N 10.215 24.165 16.375
171 H 15.264 14.445 20.225
172 C 11.787 24.768 18.180
173 H 16.038 16.713 12.013
174 H 15.244 21.408 21.562
175 H 9.227 15.978 20.968
176 H 12.870 10.561 23.991
177 H 13.338 17.565 22.542
178 H 17.860 22.248 18.993
179 H 10.034 12.980 11.957
180 H 7.267 25.400 16.411
181 N 15.912 18.008 24.693
182 O 15.657 18.800 12.353
183 H 14.822 12.261 23.418
184 C 17.805 23.009 22.340
185 C 14.035 18.162 23.146
186 H 10.800 16.698 21.390
187 H 16.615 21.034 19.137
188 C 15.036 13.595 20.840
189 H 8.318 25.080 18.174
190 C 9.096 15.569 17.005
191 H 16.167 18.832 27.295
192 H 12.939 21.907 16.819
193 C 18.400 16.279 16.810
194 C 9.983 20.052 18.258
195 O 12.806 12.933 22.475
196 H 12.385 17.029 13.325
197 H 17.328 19.443 26.165
198 H 10.280 27.197 17.928
199 H 15.298 21.088 17.266
200 C 14.164 17.423 15.966
201 H 19.113 12.301 20.289
202 C 13.601 17.084 17.333
203 H 9.657 27.991 15.747
204 H 16.207 19.314 11.764
205 H 15.596 24.508 22.250
206 H 12.536 20.742 18.881
207 H 8.502 23.935 13.363
208 H 9.830 16.989 23.261
209 C 12.120 17.286 11.302
210 H 13.933 16.615 15.267
211 C 19.626 12.872 18.295
212 H 14.984 14.395 25.801
213 H 16.750 24.377 18.918
214 C 16.334 17.568 12.689
215 H 12.564 24.816 17.446
216 N 19.173 13.946 17.369
217 C 18.756 21.932 21.697
218 H 13.500 11.287 18.832
219 H 15.946 18.620 17.991
220 H 15.020 9.086 21.410
221 H 17.964 16.236 24.359
222 H 9.336 22.858 17.549
223 H 19.573 14.705 20.653
224 H 13.913 16.876 12.493
225 H 15.993 19.665 16.466
226 H 11.418 13.178 10.843
227 H 13.144 18.654 20.306
228 H 8.545 15.473 11.803
229 H 8.898 17.351 12.751
230 H 17.179 15.176 18.762
231 O 10.047 22.821 16.874
232 H 10.548 19.192 17.792
233 H 15.128 16.660 27.001
234 H 14.190 21.999 20.229
235 H 18.605 16.318 26.056
236 H 21.182 15.490 17.483
237 H 10.035 17.116 16.075
238 H 13.466 9.448 20.614
239 H 8.862 22.581 14.390
240 C 15.010 22.231 20.897

Atomic forces in eV per Å
O -0.058 0.382 -0.046
H 0.598 -0.024 -0.237
C 1.218 -0.272 0.402
O -0.766 -0.054 -0.844
H -0.298 -0.294 -0.378
H -0.037 -0.758 -0.195
N -0.427 -1.022 0.715
C -0.743 -0.475 -0.355
H 0.765 0.405 -0.319
C -1.750 1.072 -0.125
C 0.350 -0.354 -0.087
H -0.385 0.085 -0.032
H -0.262 -0.032 -0.921
H -0.540 -0.179 -0.031
H 0.615 -0.289 -0.476
H -0.041 0.450 0.427
C 0.395 -1.213 0.593
H -0.273 0.293 0.344
H -0.345 -0.067 -0.415
H 0.486 0.139 0.065
C 0.460 0.737 -1.073
O -0.784 0.123 0.519
H -0.574 0.544 0.538
H -0.290 -0.658 0.204
C -1.174 1.256 -0.758
N -0.877 -0.119 0.173
C -0.619 0.895 0.447
C 0.214 -1.216 -0.206
H 0.279 -0.129 0.033
C 0.479 0.003 -0.306
H -0.045 -0.012 -0.063
H -0.022 -0.298 0.087
H 0.075 0.382 0.341
H 0.261 -0.280 -0.513
C 0.665 0.038 0.873
C -0.023 0.454 0.339
H 0.090 -0.112 -0.760
H 0.078 0.466 -0.692
C -0.663 -0.073 -0.269
H 0.160 0.023 -0.004
H -0.106 0.077 0.324
H 0.782 0.412 -0.026
H -0.004 0.050 0.109
H 0.738 -0.076 0.183
H -0.289 -0.117 1.003
H -0.440 -0.726 -0.666
O 1.260 0.836 0.222
H -0.400 0.858 -0.011
N -1.167 -1.142 -0.625
O 0.128 -0.570 -0.130
C -0.369 0.193 0.677
H -0.363 0.656 0.543
H 0.385 0.543 0.088
H -0.641 0.297 -0.227
C -0.173 -1.026 0.502
H -0.317 -0.182 -0.910
H -0.907 -0.238 -0.439
C 0.906 -1.320 0.149
H -1.253 -0.076 0.680
H 0.806 0.945 -0.420
H 0.202 -0.502 -0.084
H 0.041 0.028 -0.468
C -0.027 0.282 -0.122
H 0.195 0.540 -0.181
C -0.370 1.520 -0.616
C -0.605 -0.892 0.331
C -2.217 0.907 0.421
H -0.814 0.396 -0.005
H 0.473 0.089 0.031
C -0.666 -0.895 -0.544
H -0.514 -0.306 -0.539
H -0.022 0.244 -0.384
H -0.756 -0.077 -0.058
H -0.307 0.155 0.278
H 0.320 -0.196 0.001
H 0.117 -0.057 0.059
H -0.171 0.060 0.362
H 0.006 0.081 0.020
C 1.569 -0.911 0.351
C 0.451 -0.314 2.600
H 0.288 0.084 -0.096
H -0.110 -0.455 0.424
C -0.150 -0.715 -0.515
C 0.477 0.272 -0.917
C -1.262 0.041 -0.303
H 0.283 -0.594 0.125
H 0.877 0.008 0.119
H 0.197 -0.056 0.124
C 0.569 0.277 -0.155
H -1.282 -0.199 -0.328
O -0.554 -1.220 0.225
H -0.627 -0.460 -0.558
H -0.260 0.502 0.169
H -1.143 -0.454 0.971
C -0.386 0.141 0.469
H -0.011 0.084 -0.250
O 0.994 -1.327 -0.479
H -0.343 -0.004 -0.300
H 0.955 -0.543 0.960
H -0.082 0.544 0.039
C 0.547 -1.944 0.767
H -0.272 -0.039 -0.041
O -0.650 -2.129 0.201
C 0.838 1.698 0.286
C -0.176 1.847 0.550
H -0.009 -0.687 0.562
C -0.481 0.462 -0.472
H 0.080 -0.126 0.374
C 2.112 0.438 1.294
H -0.831 0.776 -0.159
H 0.099 0.218 0.196
H 0.429 -0.069 -0.528
C 0.082 -0.114 0.695
C 1.322 -0.814 1.329
H 0.619 0.466 0.278
H -0.028 0.244 0.162
H -0.122 -0.350 -0.312
H 0.152 0.012 -0.864
H 1.112 -0.083 0.026
H -0.055 0.445 0.150
H -0.351 0.368 -0.010
H 0.008 0.308 0.199
H -0.504 -0.287 1.346
C 0.479 0.334 2.033
C 1.075 -0.374 -1.673
H -0.600 0.209 0.464
H 0.134 -0.390 0.744
C 0.512 0.184 -1.115
C 0.619 1.657 1.413
H 0.178 -0.503 -0.078
H -0.396 -0.914 -0.774
H -0.156 0.514 -0.269
C -0.896 -1.675 1.020
H 0.032 -0.206 0.233
H 0.401 -0.126 -0.080
H 0.202 0.020 -0.336
H -0.472 -0.387 -0.295
H -0.204 -0.392 0.322
H -0.083 -0.112 -0.768
H 0.132 -0.197 -0.417
C -0.883 0.306 0.371
C 0.771 -0.767 1.250
C -0.632 -1.122 0.098
H 0.023 0.080 0.333
H -1.263 0.533 1.134
C -0.094 -0.157 -1.162
H 0.016 -0.614 -0.402
N -0.538 -0.820 -0.244
O 0.069 -0.566 0.071
C 0.530 -0.717 0.756
H 0.187 0.106 -0.397
C 0.495 0.419 -0.306
H 0.377 -0.348 -1.062
C 1.069 -0.288 0.847
C -0.320 0.090 0.174
C -0.242 1.229 1.137
C 0.176 0.780 -0.068
H -0.288 0.756 -0.695
H -0.176 0.058 0.063
H -0.362 0.237 -0.042
C -0.304 -0.137 -0.189
H 0.742 -0.688 -0.173
C -0.499 0.476 0.784
C 0.242 1.621 0.039
H -0.340 -0.099 0.286
C -0.211 0.405 -0.580
H 0.125 0.918 -0.674
H 0.355 -0.436 -0.116
H 0.051 -0.391 0.052
N -1.187 0.331 -0.189
H -0.192 0.459 -0.426
C -2.322 0.204 0.349
H 0.612 0.954 0.424
H 0.017 -0.482 -0.478
H -0.156 0.121 -0.314
H 0.083 0.499 0.328
H -0.083 0.171 0.313
H 0.380 0.319 -0.154
H -0.525 -0.371 -0.239
H 0.344 -0.529 -0.573
N 0.018 0.248 -0.200
O -0.399 -0.717 0.340
H 0.200 -0.523 0.290
C -0.343 -0.415 -1.002
C 1.183 -0.428 -1.040
H 0.088 0.025 -0.252
H -0.065 0.407 0.056
C 2.199 -1.491 1.061
H -0.180 0.201 0.412
C 0.871 1.349 -0.559
H -0.210 -0.147 -0.069
H 0.102 -0.539 -0.798
C 1.353 -0.525 0.084
C 1.699 -0.480 -1.660
O 0.176 -0.313 0.019
H 0.265 -0.092 0.546
H 0.277 -0.275 0.319
H 0.378 0.312 0.306
H 0.197 0.133 0.465
C -1.191 0.769 -0.019
H -0.033 0.130 -0.058
C 0.325 -1.613 -1.062
H -0.163 0.027 -0.567
H 0.146 -0.025 -0.169
H -0.098 -0.166 0.110
H 0.848 0.022 0.009
H 0.804 -0.121 0.675
H 0.057 0.121 0.026
C 0.201 1.337 1.643
H 0.002 0.129 -0.144
C 0.040 0.931 0.238
H 0.832 1.367 -0.931
H -0.350 -0.157 -0.390
C 0.267 0.842 -1.703
H 0.377 -0.045 -0.434
N -0.155 1.410 0.065
C -0.098 1.112 0.242
H -0.445 0.077 -0.123
H -0.037 0.000 0.035
H -0.303 0.175 0.133
H -0.035 -0.820 -0.546
H 0.405 -0.043 -0.412
H 0.591 0.089 -0.082
H -0.209 -0.034 -0.160
H -0.547 0.435 -0.381
H -0.153 0.115 0.002
H -0.492 -0.873 -0.820
H 0.437 0.030 0.014
H 0.766 0.436 -0.362
H 0.268 -0.076 0.392
O -0.380 0.825 -0.099
H -0.450 0.858 0.696
H -0.161 0.049 0.145
H 0.163 -0.225 -0.271
H 0.006 0.321 -0.707
H 0.530 0.099 -0.685
H -0.182 -0.229 0.250
H 0.160 -0.198 -0.342
H 0.046 -0.557 0.255
C -0.628 0.633 1.247

The highest occupied orbital energy comes out at -8.1 eV. As for the total charge: 0. The energy above the lowest of the compared OMol25 structures with the same formula, charge and spin comes out at 18.6 kcal per mole. The lowest unoccupied orbital energy comes out at 0.31 eV. As for the SMILES: CC1(C)CCCC(C)(C)N1O.CC1(C)CCCC(C)(C)N1O.CC1(C)CCCC(C)(C)N1O.CC1(C)CCCC(C)(C)N1O.CC1(C)CCCC(C)(C)N1O.CC1(C)CCCC(C)(C)N1O.CC1(C)CCCC(C)(C)N1O.CO.CO.CO.CO.CO. The orbital gap comes out at 8.40 eV. As for the spin multiplicity: 1.